95
Properties=species:S:1:pos:R:3:forces:R:3 method="wB97M-V/def2-TZVPD" total_charge=-2 de_lowest_ev=0.654 lumo_ev="3.84 / 3.31" spin_multiplicity=2 homo_lumo_gap_ev="6.1516 / 6.3607"
Tl 0.406462 0.607371 0.105512 0.335 0.066 0.414
S 5.693209 0.124909 0.030617 -0.047 0.049 0.035
Sb 3.737940 0.827085 0.963457 0.148 -0.138 -0.091
S 2.151296 -0.864399 1.451557 0.084 0.282 -0.095
S 2.395454 2.291552 -0.334174 -0.073 -0.194 -0.231
C 1.396681 3.266458 2.638800 0.031 0.040 0.041
Si -0.413830 3.297942 2.115845 0.060 0.145 0.172
C -1.251964 4.122252 3.607157 -0.018 -0.086 0.030
C -0.599725 4.527358 0.712148 -0.001 -0.049 -0.153
C -1.134556 1.622307 1.717736 0.249 -0.453 -0.492
Si -2.899018 1.600232 1.068890 -0.316 -0.009 -0.008
C -3.317795 2.260136 -0.641669 0.146 0.094 -0.136
C -3.703836 -0.103814 1.068174 0.057 -0.061 0.085
C -4.072268 2.677248 2.106136 0.086 0.036 0.043
Si -1.024676 0.436311 3.149654 -0.125 -0.184 0.121
C 0.483842 0.497187 4.255945 0.155 0.122 0.001
C -2.440207 0.591157 4.404860 -0.086 0.011 -0.083
C -1.134485 -1.367852 2.529191 0.016 -0.049 -0.046
C -1.454731 -2.424693 3.380611 -0.021 0.052 0.015
C -1.487382 -3.720180 2.888881 -0.009 -0.006 -0.016
C -1.197781 -3.938560 1.552234 -0.008 -0.024 0.041
C -0.889017 -2.842143 0.763096 0.012 0.059 -0.008
N -0.868436 -1.600974 1.236085 0.146 -0.019 0.145
H 1.995734 3.838235 1.927986 -0.025 -0.015 0.109
H 1.816438 2.260827 2.657378 -0.025 0.050 0.050
H 1.509431 3.700303 3.636829 -0.022 -0.017 0.030
H -0.725502 5.060641 3.812967 -0.001 -0.029 -0.022
H -1.171653 3.500971 4.503661 0.009 0.005 0.012
H -2.302846 4.353201 3.449948 -0.131 0.011 -0.020
H -0.344526 5.532895 1.060472 0.012 -0.025 0.018
H -1.619398 4.546206 0.318722 0.021 0.051 0.025
H 0.074502 4.258960 -0.104742 -0.046 0.035 0.018
H -2.960278 1.617395 -1.442937 -0.038 0.038 0.012
H -2.940485 3.270814 -0.809680 -0.028 -0.038 -0.011
H -4.410405 2.287125 -0.694480 -0.013 -0.010 0.027
H -3.095250 -0.849063 0.561586 -0.072 0.026 0.043
H -4.652489 -0.024752 0.528493 -0.006 0.026 0.024
H -3.915758 -0.481341 2.069783 -0.021 -0.015 0.008
H -3.973374 3.732085 1.835019 0.022 0.018 0.014
H -3.922324 2.589752 3.178511 -0.014 -0.004 0.133
H -5.100235 2.374322 1.878966 0.047 0.001 -0.017
H 0.613141 1.466469 4.743272 -0.037 0.012 0.016
H 1.388598 0.248977 3.700491 -0.033 0.029 0.092
H 0.341503 -0.259671 5.034125 0.006 0.002 -0.001
H -2.533927 1.622510 4.745555 0.006 0.063 0.053
H -2.230143 -0.026137 5.284053 0.026 -0.002 -0.059
H -3.404546 0.286357 3.998693 -0.040 0.018 0.028
H -1.682780 -2.225546 4.421683 0.015 -0.025 -0.006
H -1.737542 -4.549974 3.539756 0.002 -0.001 0.003
H -1.209808 -4.930933 1.122435 -0.013 0.011 -0.008
H -0.643503 -2.959012 -0.287532 0.005 0.016 0.012
N -1.229876 -0.392784 -1.326985 -0.362 0.091 -0.338
C -2.196779 -0.886163 -1.725143 -0.049 -0.252 -0.129
C -3.365221 -1.507510 -2.190302 0.013 0.065 -0.072
C -4.363681 -0.721789 -2.812098 0.135 -0.120 0.090
N -5.179856 -0.078827 -3.321550 0.022 0.068 -0.037
C -3.560966 -2.898698 -2.005535 0.072 0.263 -0.016
N -3.726200 -4.032791 -1.858529 -0.013 -0.059 0.016
C 2.206292 3.903251 -4.278402 0.015 -0.001 0.016
C 3.458427 3.112101 -4.016444 -0.012 0.045 0.037
C 4.619693 3.753881 -3.598853 0.023 0.011 0.014
C 5.755590 3.020018 -3.316376 -0.002 0.028 0.027
Cl 7.201593 3.861138 -2.780721 -0.070 -0.046 -0.046
C 5.769237 1.642027 -3.430184 -0.014 -0.022 0.017
C 4.620149 0.994399 -3.855234 0.087 0.026 0.017
C 3.476518 1.724529 -4.154929 0.084 0.070 0.050
O 2.368639 1.086021 -4.647213 0.015 -0.056 -0.328
C 1.471707 0.571392 -3.666149 0.020 0.171 0.124
C 2.023833 -0.589760 -2.825374 -0.038 -0.020 -0.308
O 2.749441 -1.411049 -3.390535 0.021 -0.003 0.105
O 1.610720 -0.614954 -1.632315 -0.286 -0.239 0.475
H 2.403261 4.743661 -4.948123 0.003 0.008 0.000
H 1.804561 4.302097 -3.344045 -0.015 -0.032 0.026
H 1.450044 3.264922 -4.729514 -0.055 0.021 -0.031
H 4.630014 4.830363 -3.475859 -0.001 -0.008 -0.002
H 6.651924 1.077681 -3.165541 0.001 0.015 0.022
H 4.577345 -0.083979 -3.927849 -0.047 0.008 -0.007
H 0.636138 0.174256 -4.246863 -0.083 -0.034 0.102
H 1.124769 1.373391 -3.008439 0.169 -0.115 -0.116
N -0.515443 2.465914 -1.828555 0.041 0.263 -0.172
C -1.082091 2.708390 -2.804205 -0.198 -0.106 0.087
N -1.747136 2.971996 -3.916534 0.156 0.074 -0.122
C -2.811271 3.970558 -3.932544 -0.001 -0.068 0.040
C -2.798242 4.634596 -5.295636 -0.015 -0.007 -0.038
O -2.933126 3.681441 -6.335217 0.007 -0.042 0.009
C -1.879833 2.723238 -6.307574 -0.055 0.050 -0.018
C -1.847591 1.977814 -4.989108 0.053 0.055 0.104
H -2.637120 4.699542 -3.141884 0.024 -0.010 -0.001
H -3.776990 3.483258 -3.761594 -0.025 0.005 0.034
H -1.861659 5.193977 -5.419761 0.016 0.005 -0.006
H -3.640128 5.320221 -5.390965 0.003 0.008 -0.013
H -0.921842 3.227931 -6.476649 0.057 0.000 0.016
H -2.068942 2.031060 -7.126370 -0.001 0.009 -0.016
H -0.992450 1.304687 -4.938560 -0.025 0.072 -0.013
H -2.766921 1.401770 -4.865665 -0.096 -0.108 0.037



20
Properties=species:S:1:pos:R:3:forces:R:3 method="wB97M-V/def2-TZVPD" de_lowest_ev=1.114 lumo_ev=0.73 smiles="CN=C(N)N.CC(=O)O" homo_lumo_gap_ev=10.0704
C 0.639261 -0.151246 -3.518839 0.053 -0.632 0.440
C 1.249059 -0.516932 -2.200274 -0.601 -0.607 0.420
O 0.358945 -1.206886 -1.439487 0.034 0.389 -0.914
O 2.332494 -0.231854 -1.767813 0.256 0.239 -0.249
H -0.164476 -0.844943 -3.755052 0.264 -0.260 -0.194
H 1.406994 -0.094213 -4.285143 -0.235 0.324 -0.047
H 0.109778 0.760266 -3.302246 0.097 0.823 -0.353
C 0.146081 1.840821 2.313868 -0.597 -0.644 -0.165
C -0.935637 -0.071153 1.468450 -0.742 -0.471 -0.147
N -1.014396 1.152681 1.744067 0.454 0.665 -0.004
N -2.055726 -0.738144 0.882022 -0.105 -0.211 -0.011
N 0.142065 -0.923382 1.663244 0.533 0.258 -0.010
H 0.757899 -1.237219 -0.571536 -0.019 -0.313 0.803
H 0.953126 1.149233 2.560008 0.282 0.179 -0.150
H -0.151502 2.294762 3.260100 -0.073 0.302 -0.200
H -2.661861 -0.083449 0.404038 0.144 0.233 0.217
H -2.621176 -1.182792 1.593192 0.007 -0.199 0.069
H -0.010771 -1.872029 1.932555 -0.059 -0.285 -0.314
H 1.077130 -0.636246 1.435093 -0.001 0.091 0.502
H 0.442709 2.592716 1.583745 0.309 0.120 0.306



68
Properties=species:S:1:pos:R:3:forces:R:3 method="wB97M-V/def2-TZVPD" lumo_ev=-0.95 smiles="C[C@@H](I)CO[P@](=O)(OCCCS(=O)(=O)O)OC[C@H](O)C(F)(F)F.O=[N+]([O-])c1ccccc1.O=[N+]([O-])c1ccccc1" homo_lumo_gap_ev=8.7717
C 4.554997 0.694031 2.369994 0.305 -0.767 0.751
C 3.351621 0.633730 3.372976 0.161 0.521 -1.190
I 3.748565 2.196977 4.870896 -0.105 -0.605 -0.225
C 1.951286 0.983485 2.693079 0.806 1.640 1.950
O 1.042354 -0.139728 2.682048 0.467 -1.371 -1.592
P 1.043614 -1.021398 1.296401 -1.109 0.050 -2.758
O 1.810780 -0.463486 0.167131 -0.077 0.310 1.124
O -0.541564 -1.097044 0.800409 4.250 -0.556 6.875
C -1.273789 -2.107392 1.531425 -1.433 -0.971 -0.061
C -2.734625 -1.688299 1.952692 0.352 -0.184 -0.150
C -2.882650 -0.209229 2.470822 -0.603 -1.229 -0.826
S -2.478831 0.041575 4.229585 -0.064 2.869 2.766
O -3.664433 0.097474 5.055444 0.441 -1.381 -1.191
O -1.683606 1.248174 4.386409 0.090 -1.254 -1.243
O -1.556427 -1.190619 4.836222 -0.804 0.483 -1.946
O 1.529928 -2.599483 1.498558 -0.906 1.799 1.623
C 2.451676 -2.774855 2.600313 0.281 -0.802 -0.088
C 1.776840 -2.885188 4.005771 0.706 0.221 0.529
O 2.841160 -2.723141 4.969697 -0.990 0.465 -0.395
C 1.058127 -4.267861 4.279283 -0.869 0.426 0.923
F 1.702551 -4.946005 5.274092 -0.776 0.216 -1.746
F -0.216039 -4.007195 4.780745 1.283 -0.291 -0.658
F 0.868712 -5.027728 3.165506 0.585 0.514 1.289
H 4.692562 1.701599 1.914022 -0.365 -0.850 0.192
H 4.433797 -0.117568 1.605343 0.012 0.895 0.348
H 5.499188 0.461721 2.938007 -0.874 0.247 -0.570
H 3.340406 -0.346357 3.901166 -0.156 0.897 -0.223
H 1.486608 1.742141 3.379132 -0.034 -0.969 -0.798
H 2.082995 1.504325 1.717481 -0.108 -0.962 0.440
H -0.762656 -2.500284 2.445449 -0.024 0.471 -0.758
H -1.382643 -2.983251 0.831023 0.209 0.721 0.776
H -3.409407 -1.864464 1.072917 0.544 0.518 0.790
H -3.061420 -2.435209 2.730261 0.263 0.783 -0.655
H -3.969805 0.057205 2.367067 1.053 -0.070 0.555
H -2.308469 0.476647 1.813020 -0.111 -0.429 0.979
H -0.890622 -1.344506 4.133322 -0.035 -0.010 0.575
H 3.195163 -1.940909 2.554652 -0.503 -0.844 0.472
H 2.969949 -3.754838 2.413926 -0.337 1.062 0.059
H 1.038061 -2.082493 4.238528 0.348 -0.675 -0.744
H 2.473279 -2.138215 5.657302 0.482 -0.461 -0.193
C -3.306224 0.395481 -5.059315 -0.025 -0.005 -0.043
C -2.563701 -0.754029 -4.820057 -0.053 0.159 0.053
C -2.079256 -1.015430 -3.546633 0.110 -0.218 -0.046
C -2.348942 -0.120711 -2.520755 -0.075 0.262 -0.574
C -3.084226 1.034122 -2.751172 -0.109 0.170 0.115
C -3.562809 1.290173 -4.027833 -0.048 -0.145 -0.046
N -1.857185 -0.407033 -1.166578 0.401 -0.522 -0.613
O -1.198044 -1.423946 -1.017138 -2.457 -0.039 -3.948
O -2.146136 0.391699 -0.291754 -0.348 -0.006 -0.349
H -3.687474 0.595089 -6.054200 0.035 0.008 0.063
H -2.364521 -1.448321 -5.627168 0.017 0.021 0.077
H -1.501300 -1.913137 -3.369825 -0.028 0.113 0.176
H -3.291418 1.735961 -1.953633 0.108 -0.155 0.053
H -4.139228 2.186689 -4.220340 0.073 -0.025 0.040
C 2.096952 2.283508 -4.495500 0.039 -0.017 0.002
C 2.340671 3.347706 -5.355613 -0.143 -0.099 0.084
C 1.282568 4.091947 -5.857510 0.151 0.166 -0.133
C -0.013520 3.763347 -5.487220 0.422 -0.272 0.187
C -0.267285 2.699188 -4.635875 -0.182 -0.154 0.158
C 0.794636 1.956650 -4.139270 0.095 0.088 -0.084
N -1.135335 4.562128 -5.994871 -0.230 0.175 -0.124
O -0.881346 5.477695 -6.755113 -0.048 -0.213 0.167
O -2.258072 4.264093 -5.622672 0.232 0.019 -0.074
H 2.925696 1.707146 -4.100330 -0.059 0.029 -0.020
H 3.357262 3.598846 -5.632390 -0.079 0.015 -0.010
H 1.482033 4.918819 -6.526547 -0.203 -0.019 0.047
H -1.277998 2.437983 -4.349094 0.071 0.180 -0.132
H 0.608012 1.124518 -3.470632 -0.021 0.060 -0.028



19
Properties=species:S:1:pos:R:3:forces:R:3 method="wB97M-V/def2-TZVPD" total_charge=-1 de_lowest_ev=1.059 lumo_ev=4.02 smiles=C[C@@H](C[O-])N(C)C homo_lumo_gap_ev=6.2471
C -1.376363 0.624856 -0.736364 1.685 -0.270 -0.092
N -0.711003 -0.581409 -0.228737 -0.872 -0.283 -0.148
C -0.419131 -1.498140 -1.299849 1.058 0.380 0.213
C 1.478350 0.687568 -0.029449 0.506 -0.189 0.004
C 0.460295 -0.291312 0.611633 0.131 0.798 -0.383
C -0.021897 0.324048 1.974105 0.163 1.030 0.131
O -0.079947 1.681846 1.977141 0.015 0.025 -0.119
H -0.666113 1.064840 -1.460683 -0.424 0.310 -0.279
H -2.286723 0.377140 -1.278926 -0.260 0.014 0.308
H -1.435391 1.353461 0.071063 -0.494 -0.053 0.120
H 0.328259 -1.080401 -2.010252 -0.204 0.059 -0.185
H -1.302618 -1.786030 -1.869838 -0.105 -0.094 0.142
H 0.095667 -2.348770 -0.848137 -0.334 -0.365 -0.196
H 1.293475 0.961420 -1.066548 -0.344 0.040 -0.089
H 2.490261 0.265386 -0.070664 -0.036 -0.072 0.293
H 1.465032 1.587777 0.591014 -0.039 0.105 -0.103
H 1.026105 -1.215264 0.742536 -0.473 -0.417 0.269
H 0.693772 -0.049055 2.750745 -0.108 -0.329 0.086
H -1.032031 -0.077959 2.181211 0.134 -0.689 0.028